46
Properties=species:S:1:pos:R:3:forces:R:3 method="wB97M-V/def2-TZVPD" gap_ev="7.71 / 5.97" homo_ha="-0.515 / -0.553" spin_multiplicity=5 lumo_energy_ev="-6.30 / -9.07" e_above_lowest_kj_mol=0.0 charge=+2
Os 0.405 0.216 -0.104 -0.4 -0.1 1.0
Cl -3.854 3.847 3.828 0.1 0.0 0.0
C -2.519 2.971 3.260 -0.2 0.0 -0.2
C -2.543 2.438 1.995 -0.1 0.1 0.0
C -1.437 1.728 1.514 0.2 0.0 0.0
N -1.376 1.081 0.314 -0.3 0.2 -0.1
C -2.575 0.669 -0.318 0.1 -0.1 -0.2
O -3.488 1.383 -0.615 0.0 0.0 0.1
C -2.583 -0.823 -0.489 -0.2 -0.2 0.0
C -3.758 -1.479 -0.812 0.1 0.1 0.0
C -3.757 -2.869 -0.816 0.0 0.0 0.0
C -2.587 -3.540 -0.500 0.0 0.0 0.0
C -1.446 -2.803 -0.206 0.0 -0.1 0.0
N -1.448 -1.473 -0.197 0.3 0.2 0.0
C -0.258 1.566 2.349 -0.2 0.2 0.1
C -0.250 2.100 3.621 0.3 -0.1 -0.1
C -1.362 2.795 4.089 0.1 0.1 0.2
Cl -1.333 3.429 5.652 0.0 -0.1 -0.2
N 0.747 0.831 1.729 -0.1 0.2 0.5
C 1.997 0.599 2.296 0.1 -0.1 -0.2
O 2.347 0.895 3.405 0.0 0.0 0.0
C 2.920 -0.068 1.308 0.0 0.1 0.1
C 4.221 -0.368 1.644 0.0 0.0 0.0
C 5.063 -0.896 0.672 -0.1 0.0 -0.1
C 4.568 -1.084 -0.611 0.0 0.0 0.1
C 3.243 -0.787 -0.868 0.1 -0.2 0.0
N 2.419 -0.301 0.072 0.4 -0.2 -0.4
H -3.405 2.598 1.365 0.0 0.0 0.0
H -4.642 -0.899 -1.040 0.0 0.0 0.0
H -4.660 -3.415 -1.053 0.0 0.0 0.0
H -2.547 -4.620 -0.479 0.0 0.0 0.0
H -0.508 -3.293 0.027 0.0 0.0 0.0
H 0.604 1.979 4.264 0.0 0.0 0.0
H 4.563 -0.180 2.652 -0.1 0.0 0.0
H 6.085 -1.156 0.910 0.0 0.1 0.0
H 5.192 -1.460 -1.409 0.0 0.0 0.0
H 2.828 -0.954 -1.852 -0.1 0.0 0.0
N 1.473 0.965 -5.153 0.7 0.0 -0.3
N 0.832 0.398 -4.119 -0.3 -0.2 0.4
N 0.063 -0.655 -4.292 0.0 0.1 -0.3
C -0.310 -0.938 -3.061 -0.1 0.2 0.2
N 0.226 -0.069 -2.188 0.2 -0.2 -0.6
N 0.983 0.776 -2.891 0.0 0.1 -0.3
H 1.098 0.685 -6.045 -0.2 0.0 0.0
H 1.743 1.927 -5.024 -0.2 0.1 0.1
H -0.976 -1.749 -2.824 0.0 0.0 0.1

=====

18
Properties=species:S:1:pos:R:3:forces:R:3 method="wB97M-V/def2-TZVPD" gap_ev="6.33 / 7.87" homo_ha="-0.666 / -0.668" spin_multiplicity=4 lumo_energy_ev="-11.80 / -10.29" e_above_lowest_kj_mol=0.0 charge=+2
O -0.951 2.289 0.717 0.1 -0.3 -0.7
C -1.791 1.832 -0.082 -0.3 0.4 1.3
C -1.723 0.414 -0.462 2.6 -0.5 -2.5
O -1.033 -0.200 0.630 1.0 1.1 0.7
C -1.175 -1.568 0.797 0.0 -2.0 -0.8
C -0.130 -2.366 0.957 -0.3 0.2 -0.6
Cr 0.554 0.996 1.104 0.2 -0.4 -2.5
H -2.713 2.384 -0.321 0.6 0.5 -0.3
H -0.843 0.289 -1.420 -3.2 0.4 2.0
H -2.173 -1.910 0.518 0.0 0.1 0.9
H 0.872 -2.047 0.662 0.0 0.1 0.7
H -0.303 -3.420 1.168 0.1 0.2 -0.1
O 1.514 0.731 -0.408 -2.3 0.0 2.2
C 2.867 0.660 -0.744 2.0 0.0 -0.1
H 2.989 0.816 -1.831 -0.3 0.0 0.4
H 3.486 1.426 -0.244 -0.3 -0.1 -0.1
H 3.291 -0.323 -0.470 -0.3 0.3 -0.1
H -2.736 0.000 -0.572 0.5 -0.2 -0.5

=====

40
Properties=species:S:1:pos:R:3:forces:R:3 method="wB97M-V/def2-TZVPD" gap_ev=7.48 homo_ha=-0.459 spin_multiplicity=1 lumo_energy_ev=-5.00 charge=+1
C 2.312 -2.632 4.288 0.0 -0.2 -0.1
C 1.101 -2.252 3.444 0.1 0.2 0.1
N 1.439 -1.165 2.500 -0.6 -0.3 -0.1
C 1.091 -1.274 1.178 0.3 0.4 0.2
C 0.095 -2.066 0.646 0.0 -0.3 -0.2
C -0.089 -2.072 -0.740 0.2 0.1 0.2
S -1.421 -3.030 -1.461 0.1 0.0 0.1
O -2.240 -3.448 -0.386 0.0 0.0 0.0
O -1.883 -2.393 -2.628 -0.1 0.0 0.0
F -0.568 -4.254 -1.890 0.0 -0.1 0.0
N 0.624 -1.386 -1.592 0.0 -0.1 -0.1
N 1.581 -0.630 -1.077 0.0 -0.1 0.2
P 2.521 0.257 -2.381 -0.1 0.1 -0.5
O 2.459 -0.436 -3.658 0.0 -0.1 0.1
C 1.821 -0.504 0.226 -0.2 0.4 -0.1
O 2.779 0.351 0.599 -0.1 -0.1 0.1
H 2.166 -3.627 4.708 0.0 0.1 0.1
H 3.208 -2.670 3.669 0.0 0.0 0.0
H 2.467 -1.935 5.110 0.1 0.0 -0.1
H 0.764 -3.116 2.873 0.0 0.0 0.0
H 0.287 -1.921 4.093 -0.1 -0.2 -0.1
H 1.277 -0.243 2.886 0.6 0.1 -0.1
H -0.564 -2.658 1.267 0.0 0.0 0.0
H 3.757 0.353 -1.738 0.0 0.0 0.1
H 1.831 1.463 -2.238 0.2 0.1 0.0
H 2.514 1.281 0.509 -0.1 0.0 -0.1
C -1.440 1.658 -1.837 0.2 -0.1 0.1
C -2.764 1.838 -2.023 -0.1 0.0 0.0
C -3.498 3.062 -1.490 0.0 0.1 0.0
O -4.685 3.112 -1.729 0.0 0.0 0.0
C -2.746 4.054 -0.752 -0.1 0.0 0.0
C -1.431 3.868 -0.575 0.0 0.0 -0.1
C -0.707 2.652 -1.113 -0.1 -0.1 -0.1
O 0.504 2.593 -0.882 0.1 -0.2 0.2
O -0.655 4.717 0.080 0.0 0.0 0.0
O -3.532 0.998 -2.666 0.0 0.0 0.0
H -0.921 0.793 -2.232 0.0 0.0 -0.1
H -3.269 4.919 -0.371 0.0 0.0 0.0
H 0.253 4.367 0.043 0.0 0.0 0.0
H -4.437 1.378 -2.660 0.0 0.0 0.0